*1*
{
  "formula": "C40H80O10",
  "method": "the ωB97M-V functional and the def2-TZVPD basis",
  "homo_energy_ev": -9.455,
  "smiles": "C1CCOC1.C1CCOC1.C1CCOC1.C1CCOC1.C1CCOC1.C1CCOC1.C1CCOC1.C1CCOC1.C1CCOC1.C1CCOC1",
  "mol_weight_g_mol": 721.1,
  "symbols": ["C", "C", "C", "O", "C", "H", "H", "H", "H", "H", "H", "H", "H", "C", "C", "C", "O", "C", "H", "H", "H", "H", "H", "H", "H", "H", "C", "C", "C", "O", "C", "H", "H", "H", "H", "H", "H", "H", "H", "C", "C", "C", "O", "C", "H", "H", "H", "H", "H", "H", "H", "H", "C", "C", "C", "O", "C", "H", "H", "H", "H", "H", "H", "H", "H", "C", "C", "C", "O", "C", "H", "H", "H", "H", "H", "H", "H", "H", "C", "C", "C", "O", "C", "H", "H", "H", "H", "H", "H", "H", "H", "C", "C", "C", "O", "C", "H", "H", "H", "H", "H", "H", "H", "H", "C", "C", "C", "O", "C", "H", "H", "H", "H", "H", "H", "H", "H", "C", "C", "C", "O", "C", "H", "H", "H", "H", "H", "H", "H", "H"],
  "positions_angstrom": [[-5.65485, 0.74674, 1.79095], [-5.94233, 1.50356, 0.49366], [-7.47187, 1.51824, 0.36746], [-7.94301, 0.82474, 1.56431], [-6.94050, 0.88795, 2.58451], [-4.76003, 1.08049, 2.31630], [-5.28915, -0.20983, 1.41766], [-5.50096, 1.05754, -0.39761], [-5.69861, 2.56237, 0.58098], [-7.69880, 1.05970, -0.59501], [-7.98223, 2.47711, 0.45790], [-7.06902, 0.10041, 3.32705], [-6.88425, 1.86047, 3.07353], [2.25378, -2.84936, 3.50257], [0.77411, -3.00548, 3.70476], [0.52889, -4.33500, 3.09544], [1.61647, -4.88885, 2.52533], [2.50775, -3.72880, 2.25249], [2.75356, -3.20019, 4.40547], [2.60235, -1.83724, 3.29711], [0.18773, -2.25736, 3.17128], [0.42378, -3.08970, 4.73348], [-0.19831, -4.13306, 2.30899], [-0.03877, -4.98780, 3.75855], [2.15441, -3.38977, 1.27868], [3.52766, -4.11191, 2.21903], [0.24907, -0.53695, 0.73758], [-1.07485, 0.04256, 1.20643], [-1.58897, 0.77412, -0.02825], [-1.15314, -0.00869, -1.12308], [0.21640, -0.30843, -0.76719], [0.30689, -1.61324, 0.89997], [1.08496, -0.11774, 1.29762], [-0.85538, 0.70765, 2.04165], [-1.76480, -0.72283, 1.56174], [-1.43872, 1.85016, -0.11577], [-2.67779, 0.78400, -0.07781], [1.01690, 0.37859, -1.04160], [0.50437, -1.20982, -1.30819], [3.12405, -2.03704, -3.61630], [2.75506, -3.28289, -2.91527], [3.90044, -3.79170, -2.15543], [5.03987, -3.31851, -2.85866], [4.64430, -2.30006, -3.84360], [2.96379, -1.16571, -2.98132], [2.64532, -1.79254, -4.56454], [2.42581, -4.16497, -3.46448], [1.90252, -3.14524, -2.25019], [3.92715, -4.88078, -2.19137], [3.78201, -3.29855, -1.19061], [4.63515, -2.60070, -4.89128], [5.19240, -1.38722, -3.61036], [-4.02315, -1.51934, -2.29226], [-5.25274, -1.99314, -1.49073], [-6.46829, -1.36872, -2.18426], [-5.92349, -0.07436, -2.49914], [-4.55782, -0.24736, -3.04606], [-3.73506, -2.21005, -3.08475], [-3.10286, -1.37022, -1.72752], [-5.09011, -1.49702, -0.53390], [-5.21042, -3.07388, -1.35544], [-7.21531, -1.28078, -1.39538], [-6.77673, -1.99307, -3.02280], [-3.96388, 0.65578, -2.90578], [-4.72250, -0.39281, -4.11368], [3.69004, 1.87594, -3.47056], [3.11778, 1.61213, -4.83556], [4.09192, 2.24748, -5.84276], [4.83671, 3.14024, -4.91436], [4.23248, 3.21292, -3.59889], [4.50781, 1.19241, -3.24221], [2.98733, 1.76605, -2.64459], [2.16308, 2.13667, -4.79674], [2.95824, 0.56793, -5.10442], [3.48053, 2.74606, -6.59490], [4.69381, 1.52405, -6.39274], [3.41899, 3.91871, -3.43101], [4.88511, 3.39557, -2.74518], [1.30388, 3.95897, 2.36430], [1.36056, 2.97249, 3.48009], [2.71317, 2.31823, 3.34147], [2.97525, 2.39092, 1.96803], [1.99232, 3.23524, 1.25640], [1.90615, 4.83259, 2.61362], [0.32706, 4.38217, 2.13019], [0.61527, 2.18543, 3.36528], [1.27663, 3.41440, 4.47295], [2.60103, 1.27134, 3.62349], [3.46077, 2.84484, 3.93466], [1.30871, 2.62745, 0.66364], [2.53013, 3.98513, 0.67629], [6.36442, -1.23011, 1.15378], [5.03680, -0.50736, 1.48661], [4.18086, -0.55342, 0.21842], [5.15239, -0.69219, -0.84063], [6.29230, -1.39133, -0.37630], [6.41322, -2.24211, 1.55573], [7.22724, -0.70366, 1.56181], [5.20267, 0.48433, 1.90750], [4.56911, -1.11068, 2.26467], [3.59827, 0.34730, 0.02504], [3.57000, -1.45346, 0.14855], [7.09967, -0.84650, -0.86561], [6.32600, -2.43412, -0.69183], [-0.47012, 5.44641, -2.38443], [-1.13204, 4.16279, -1.98880], [-0.43811, 3.03940, -2.84833], [0.81149, 3.71973, -3.25123], [0.47799, 5.06919, -3.43976], [-0.12849, 6.06756, -1.55644], [-1.15283, 6.14492, -2.86825], [-2.20978, 4.02854, -2.08120], [-0.80557, 4.10124, -0.95066], [-0.96313, 2.78182, -3.76816], [-0.31829, 2.08046, -2.34418], [0.03612, 5.06073, -4.43615], [1.38366, 5.67525, -3.46341], [-2.90247, -2.13597, 5.44090], [-3.20285, -1.57752, 4.10791], [-4.61874, -2.27105, 3.79489], [-4.96901, -3.01061, 5.00581], [-3.73946, -3.39925, 5.60790], [-2.95660, -1.30182, 6.14046], [-1.87091, -2.45758, 5.58421], [-2.45995, -1.87533, 3.36797], [-3.35640, -0.50264, 4.01219], [-4.62845, -3.04354, 3.02595], [-5.36137, -1.56688, 3.41973], [-3.50325, -4.30311, 5.04635], [-3.96751, -3.49824, 6.66917]],
  "mulliken_charge": [0.290, 0.161, -0.529, -0.473, -0.454, 0.296, -0.406, -0.324, 0.320, 0.233, 0.273, 0.370, 0.291, -0.014, 0.484, -0.845, -0.548, -0.007, 0.355, -0.227, -0.473, 0.214, 0.345, 0.420, -0.048, 0.360, 0.312, 0.256, 0.714, -0.547, 0.554, -0.124, 0.173, 0.126, -0.396, -0.372, -0.257, -0.572, 0.087, 0.215, -0.781, 0.353, -0.521, -0.503, -0.399, 0.514, 0.325, 0.236, 0.439, -0.485, 0.388, 0.232, -0.054, 0.029, -0.542, -0.481, -0.317, 0.369, -0.208, -0.386, 0.462, 0.372, 0.347, 0.077, 0.351, 0.449, -0.068, -0.520, -0.500, -0.128, 0.078, -0.308, 0.053, 0.061, 0.288, 0.308, -0.117, 0.399, -0.665, -0.271, -0.363, -0.333, 0.201, 0.323, 0.356, -0.140, 0.431, 0.105, 0.359, -0.265, 0.295, -0.705, 0.028, 0.814, -0.288, -0.444, 0.264, 0.290, 0.248, -0.126, -0.182, -0.436, 0.337, 0.195, -0.850, -0.068, -0.148, -0.103, -0.529, 0.364, 0.255, 0.535, -0.168, 0.329, -0.368, 0.362, 0.323, -0.515, 0.611, -0.174, -0.496, -0.417, 0.296, 0.104, -0.472, 0.355, 0.355, -0.257, 0.290, 0.316]
}

=====

*2*
{
  "formula": "C40H80O10",
  "method": "the ωB97M-V functional and the def2-TZVPD basis",
  "homo_energy_ev": -9.089,
  "smiles": "C1CCOC1.C1CCOC1.C1CCOC1.C1CCOC1.C1CCOC1.C1CCOC1.C1CCOC1.C1CCOC1.C1CCOC1.C1CCOC1",
  "mol_weight_g_mol": 721.1,
  "symbols": ["C", "C", "C", "O", "C", "H", "H", "H", "H", "H", "H", "H", "H", "C", "C", "C", "O", "C", "H", "H", "H", "H", "H", "H", "H", "H", "C", "C", "C", "O", "C", "H", "H", "H", "H", "H", "H", "H", "H", "C", "C", "C", "O", "C", "H", "H", "H", "H", "H", "H", "H", "H", "C", "C", "C", "O", "C", "H", "H", "H", "H", "H", "H", "H", "H", "C", "C", "C", "O", "C", "H", "H", "H", "H", "H", "H", "H", "H", "C", "C", "C", "O", "C", "H", "H", "H", "H", "H", "H", "H", "H", "C", "C", "C", "O", "C", "H", "H", "H", "H", "H", "H", "H", "H", "C", "C", "C", "O", "C", "H", "H", "H", "H", "H", "H", "H", "H", "C", "C", "C", "O", "C", "H", "H", "H", "H", "H", "H", "H", "H"],
  "positions_angstrom": [[0.51899, -2.67586, -2.54097], [0.43299, -2.50086, -4.07197], [-0.85101, -1.57586, -4.19997], [-1.29701, -1.40186, -2.87797], [-0.94501, -2.51486, -2.13097], [1.27999, -1.95686, -2.09697], [0.72299, -3.64486, -2.41497], [0.42699, -3.37586, -4.50397], [1.01699, -2.03186, -4.56897], [-1.61901, -2.08486, -4.74397], [-0.78901, -0.56986, -4.60797], [-1.29901, -3.55286, -2.58197], [-1.30201, -2.38586, -1.14997], [1.30999, 4.58514, 0.35703], [1.30599, 5.56414, 1.53803], [2.69099, 6.25414, 1.41503], [3.40099, 5.71814, 0.28303], [2.80099, 4.43614, 0.10703], [0.95699, 5.19914, -0.55897], [0.75599, 3.74014, 0.50903], [1.35499, 5.21414, 2.33203], [0.60199, 6.49014, 1.41803], [3.44799, 6.14714, 2.31603], [2.81099, 7.43514, 1.65203], [3.17499, 3.58414, 0.78303], [2.74699, 3.99514, -0.83097], [3.82099, 0.39714, 3.81303], [5.17099, 0.98114, 3.62703], [5.44699, 0.91814, 2.14503], [4.23199, 0.38814, 1.60003], [3.18699, 0.67014, 2.56603], [3.36099, 0.79614, 4.61603], [3.79199, -0.62186, 3.65303], [5.88299, 0.38714, 4.52203], [4.99299, 2.03714, 4.15303], [6.25599, 0.15114, 1.83203], [5.78099, 1.91814, 1.61303], [2.35699, 0.21714, 2.44203], [2.77099, 1.74214, 2.41203], [0.61599, 3.50814, -3.35997], [-0.36801, 2.44314, -3.84797], [-1.72801, 3.02114, -3.31297], [-1.60901, 4.43214, -3.19497], [-0.24401, 4.62314, -2.80097], [0.99399, 3.84314, -4.26997], [1.30299, 3.00214, -2.61197], [-0.43801, 1.48214, -3.44697], [-0.60201, 2.19514, -4.83397], [-1.99201, 2.43514, -2.39097], [-2.50201, 2.77814, -4.03997], [-0.15901, 4.88214, -1.68597], [0.18899, 5.60714, -3.22997], [-0.24701, -2.57186, 4.62903], [0.41599, -1.56686, 3.93103], [0.04299, -0.30286, 4.62703], [-1.04201, -0.54486, 5.35103], [-0.88801, -1.87486, 5.79803], [0.33399, -3.39886, 4.91303], [-1.01001, -3.10186, 3.81003], [0.03099, -1.40286, 2.90503], [1.41699, -1.51286, 3.63203], [-0.15101, 0.52614, 3.86303], [0.95399, -0.23086, 5.18803], [-1.85301, -2.25486, 6.14803], [-0.10501, -1.75286, 6.57603], [-5.31301, -3.16386, 2.50703], [-3.90901, -2.96886, 3.08003], [-3.67601, -1.53386, 2.68803], [-4.93001, -1.09786, 2.07603], [-5.43601, -2.15086, 1.55503], [-6.04801, -3.18986, 3.25403], [-5.33501, -4.09186, 2.11803], [-3.18901, -3.74886, 2.91403], [-3.97301, -3.25586, 4.20103], [-2.94901, -1.44986, 1.99403], [-3.40801, -0.87786, 3.55803], [-5.03601, -2.44586, 0.64403], [-6.62701, -2.17686, 1.35503], [5.54599, -0.08786, -2.46997], [4.82799, 0.42914, -1.26997], [3.36499, 0.60614, -1.76997], [3.59999, 1.01214, -3.13697], [4.66699, 0.16714, -3.65497], [5.78999, -1.17186, -2.49497], [6.35099, 0.48914, -2.54797], [5.22699, 1.40214, -1.20197], [4.87099, -0.04486, -0.26397], [2.73099, 1.14014, -1.14597], [2.87199, -0.21686, -1.56997], [5.00699, 0.86614, -4.55397], [4.32999, -0.79686, -3.93497], [-5.29801, 0.94514, -2.49197], [-5.84601, 1.09314, -1.12997], [-7.08001, 0.02614, -1.29997], [-6.51101, -1.03686, -2.10997], [-5.65201, -0.46886, -2.99597], [-4.23801, 0.95614, -2.37397], [-5.69801, 1.70114, -3.15597], [-6.02301, 2.08314, -0.85097], [-5.19001, 0.73514, -0.31497], [-7.98101, 0.62314, -1.67397], [-7.33101, -0.57086, -0.45697], [-5.95001, -0.46486, -3.99997], [-4.74701, -0.92086, -3.05997], [-1.41001, 0.98314, -0.96197], [-0.00401, 1.15914, -1.35897], [0.80599, 0.75714, -0.13497], [-0.08401, 1.02414, 0.97703], [-1.34601, 0.54414, 0.46603], [-1.87601, 0.14614, -1.43397], [-2.16101, 1.91314, -0.98897], [-0.00301, 2.37314, -1.49097], [0.19499, 0.62114, -2.20297], [1.82899, 1.30014, -0.05597], [0.96499, -0.17686, -0.24997], [-2.19601, 0.89514, 1.02503], [-1.30801, -0.55086, 0.62403], [0.73299, -5.56286, -0.33897], [2.04399, -4.85186, 0.28103], [1.54999, -3.58186, 0.78603], [0.25899, -3.28386, 0.12003], [-0.37301, -4.54786, 0.19003], [0.64299, -6.49486, -0.17797], [0.63299, -5.27686, -1.33197], [2.86599, -4.83686, -0.37197], [2.20899, -5.33886, 1.21703], [2.08699, -2.61986, 0.54803], [1.40099, -3.41286, 1.88503], [-1.11101, -4.89186, -0.35597], [-0.22601, -4.96586, 1.15303]],
  "mulliken_charge": [0.486, -2.102, -0.097, -0.434, -0.412, -0.804, 0.738, 0.517, 0.722, 0.345, 0.290, 0.011, 0.411, 0.274, -1.275, -0.528, -0.502, -0.115, -0.533, 0.700, 0.737, 0.202, 0.262, 0.297, -0.181, 0.405, -0.836, -0.628, -0.426, -0.116, 0.537, 0.505, 0.389, 0.271, 0.276, 0.306, 0.232, -0.304, -0.273, -0.295, 0.191, 0.389, -0.555, -0.160, 0.643, -0.287, -0.577, 0.659, -0.752, 0.460, 0.087, 0.371, -0.005, 0.610, -0.698, -0.443, -0.601, 0.516, -0.359, -0.534, 0.364, 0.142, 0.411, 0.324, 0.341, -0.978, -0.483, 0.744, -0.381, -0.336, 0.325, 0.452, 0.459, 0.127, -0.655, 0.303, 0.381, 0.144, -0.805, -0.141, 0.938, -0.382, -0.371, 0.305, 0.359, 0.333, 0.185, -0.415, -0.805, 0.305, 0.136, 0.649, -0.269, -0.517, -0.453, -0.537, -0.693, 0.409, 0.577, -0.211, 0.211, 0.347, 0.366, 0.229, -0.080, 0.766, 0.213, -0.660, 0.199, -0.505, 0.567, -1.478, 1.557, -0.284, 0.298, 0.786, -0.872, -1.065, -0.611, 0.231, 0.013, -1.238, 0.762, 0.254, 0.349, 0.382, -0.173, -0.070, 0.861, 0.357]
}

=====

Computed relative energies in units of hartree: *1* 0.0000; *2* 0.5705